Formula: C4H31NO13
Source: the Open Molecules 2025 dataset
Level of theory: the ωB97M-V functional and the def2-TZVPD basis

Each line ends with the natural charge from an NBO analysis.
Atoms and positions in Å:
C 1.7858 -0.7653 1.0139  -0.081
O 1.7789 -1.1210 -0.3796  -0.820
C 0.3692 -0.5142 1.6175  -0.061
C -0.2852 0.8968 1.4471  -0.445
C -1.7739 0.8918 1.8174  -0.045
O -2.4068 2.0911 1.4523  -0.821
N -0.5171 -1.5827 1.1493  -0.876
H 2.5291 0.0309 0.9688  0.196
H 2.2362 -1.6324 1.5215  0.164
H 0.3689 -0.5726 2.7608  0.154
H -0.1811 1.4080 0.4856  0.219
H 0.1441 1.5540 2.2212  0.202
H -2.3505 0.1441 1.2522  0.148
H -1.9330 0.6089 2.8400  0.160
H -1.3281 -1.1664 0.7268  0.354
H -0.0456 -2.1504 0.4626  0.394
H -3.6838 2.4998 2.0585  0.503
H -4.8753 1.5580 1.7380  0.446
O -4.7102 2.3629 2.2525  -1.030
H -1.6488 1.9297 -2.3072  0.500
H -0.3286 2.5357 -2.5649  0.457
O -0.9741 1.9832 -3.0349  -0.995
H 2.6949 -4.0032 -2.0684  0.461
H 2.7322 -4.0547 -0.5639  0.510
O 3.3434 -3.9813 -1.3622  -1.001
H 1.7868 1.3867 -3.4927  0.471
H 3.0680 1.7314 -3.0509  0.490
O 2.5169 1.9274 -3.8444  -0.981
H -1.4394 3.9472 3.0720  0.443
H -1.6641 3.0550 1.6620  0.502
O -1.1643 4.0647 2.1572  -1.093
H -2.5630 3.2738 -1.1855  0.460
H -2.5471 2.1967 0.0758  0.503
O -2.6863 2.3447 -0.9788  -1.048
H 0.3712 4.2423 2.0498  0.505
H 1.5965 3.2888 1.7422  0.450
O 1.3738 4.2137 1.8646  -1.029
H 0.6349 -3.8947 0.4708  0.438
H 1.4470 -2.0671 -0.5567  0.533
O 0.9808 -3.5990 -0.3776  -1.257
H 0.8185 -4.1367 -1.8737  0.507
H -0.0043 -3.3875 -2.9659  0.459
O 0.2544 -4.2738 -2.7051  -1.020
H -0.9657 -5.2345 -0.3214  0.504
H -0.6808 -5.1294 1.2356  0.467
O -1.2092 -5.5529 0.5567  -0.973
H 2.5182 0.1471 -1.1735  0.513
H 3.8425 0.0608 -1.7449  0.465
O 3.2563 0.7723 -1.4491  -1.001

Atomic forces in eV per Å
0.1 -1.0 -0.9
-0.7 0.2 -0.2
-0.5 0.6 0.9
0.1 0.0 0.7
-0.5 -0.7 -1.7
1.5 0.6 0.3
0.1 0.2 0.5
-0.4 0.5 1.0
-0.1 0.3 0.3
0.7 -0.3 -1.2
0.2 -0.4 -0.1
0.3 0.0 -0.5
0.3 -0.2 0.1
0.0 0.2 0.9
-0.1 -0.2 -0.3
-0.2 -0.2 -0.3
-2.0 -0.7 0.2
0.0 0.4 0.2
0.8 0.2 0.0
0.1 -0.3 -0.4
0.1 -0.2 -0.5
0.0 0.4 0.8
0.0 0.0 -0.2
0.4 0.4 -1.3
0.1 -0.4 1.0
-0.4 0.3 -0.8
0.2 0.5 -0.5
0.0 -0.7 1.1
0.0 0.1 0.0
0.0 1.0 1.0
-0.6 -0.8 -0.4
-0.1 0.1 0.3
-0.2 0.5 -1.4
0.0 -0.4 0.4
0.7 -0.4 -0.3
-0.1 0.0 -0.1
-0.1 0.4 0.3
0.1 0.1 -0.3
0.3 0.3 0.8
0.3 0.0 0.7
-1.4 0.0 -0.2
0.0 0.1 0.1
0.8 -0.4 -0.2
0.5 0.4 0.3
0.1 0.3 -0.4
-0.7 -0.8 0.1
0.1 0.6 0.1
0.4 0.4 0.0
-0.2 -1.1 0.0

Calculated values
net charge = -2
highest occupied orbital energy = -0.1498 Eh
calculated total energy = -1203.90681 hartree
energy relative to the best compared isomer or geometry (same formula, charge and spin) = 11.7 kJ/mol